Formula: C54H120N6O4S
Source: OMol25
Level of theory: ωB97M-V with the def2-TZVPD basis set

Structure (ORCA input):
```
! RIJCOSX wB97M-V def2-TZVPD def2/J DEFGRID3
* xyz 4 1
S -0.0547 0.2127 1.2546
O -0.1747 -0.1682 2.6682
O 1.3528 0.4924 0.9509
O -0.5217 -0.9100 0.4233
O -0.9031 1.4091 1.0284
C 3.7007 2.2851 -7.1511
C 2.7314 2.7503 -6.0659
C 3.3204 2.9795 -4.6465
N 2.2013 3.2864 -3.6426
C 2.9229 3.5670 -2.2382
C 3.7488 4.8634 -2.1610
C 2.9426 6.0939 -2.5456
C 2.2184 5.8526 -3.8479
C 1.3661 4.6139 -3.9195
C 1.1855 2.1392 -3.3978
H 4.4319 3.0637 -7.3686
H 3.1578 1.9146 -8.0207
H 4.3340 1.4475 -6.8590
H 1.9476 2.0026 -5.9447
H 2.2251 3.6217 -6.4815
H 4.0355 3.7920 -4.7753
H 3.9380 2.1347 -4.3416
H 3.5782 2.7411 -1.9616
H 2.1316 3.5179 -1.4901
H 4.5152 4.7069 -2.9201
H 4.1555 4.9695 -1.1553
H 3.5700 6.9833 -2.6060
H 2.2494 6.3230 -1.7363
H 2.8985 6.0017 -4.6865
H 1.4946 6.6661 -3.8963
H 0.7738 4.4081 -4.8110
H 0.6848 4.6475 -3.0693
H 1.7386 1.2444 -3.1124
H 0.7608 1.9556 -4.3848
H 0.3812 2.3989 -2.7095
C 1.6085 -5.4142 5.5079
C 0.2055 -5.7822 5.0961
C -0.7076 -4.5870 4.8943
N -2.1328 -4.9126 4.2887
C -2.8331 -6.0524 5.1917
C -4.3319 -6.2081 4.8548
C -5.0219 -4.8782 5.0563
C -4.3782 -3.7813 4.1631
C -2.9174 -3.5436 4.3443
C -1.8559 -5.3586 2.8198
H 2.2893 -6.1989 5.1781
H 1.7760 -5.1852 6.5603
H 1.8096 -4.5103 4.9328
H -0.3848 -6.3490 5.8161
H 0.3493 -6.4994 4.2881
H -0.3367 -3.8039 4.2330
H -0.9537 -4.1413 5.8581
H -2.7144 -5.9448 6.2698
H -2.2854 -6.9602 4.9386
H -4.6716 -6.9783 5.5472
H -4.6010 -6.5279 3.8482
H -4.8783 -4.6068 6.1021
H -6.1106 -4.9081 5.0143
H -4.8390 -2.8243 4.4081
H -4.6549 -3.9651 3.1249
H -2.8315 -3.0224 5.2977
H -2.6152 -2.9790 3.4623
H -1.6021 -4.4749 2.2344
H -2.7844 -5.7187 2.3767
H -1.0605 -6.1038 2.8257
C -3.0166 5.9358 -0.0541
C -3.6561 4.8676 -0.8492
C -4.8887 4.2532 -0.0990
N -5.6327 3.1654 -0.9126
C -7.1454 3.2370 -0.5673
C -7.4122 2.9863 0.8740
C -6.9956 1.5263 1.1149
C -5.4693 1.2653 0.7362
C -5.1013 1.7285 -0.6432
C -5.5911 3.4243 -2.4631
H -2.2322 5.6387 0.6419
H -3.8154 6.4632 0.4674
H -2.5042 6.6391 -0.7105
H -2.9510 4.0565 -1.0308
H -3.9167 5.4313 -1.7450
H -5.5823 5.0778 0.0655
H -4.6949 3.7349 0.8401
H -7.5244 4.2161 -0.8603
H -7.6870 2.4870 -1.1437
H -7.0141 3.7868 1.4974
H -8.4801 3.1009 1.0596
H -7.2926 1.3051 2.1401
H -7.6242 0.8999 0.4820
H -4.8590 1.7112 1.5216
H -5.3169 0.1874 0.6822
H -4.0312 1.7048 -0.8493
H -5.6053 1.0927 -1.3711
H -5.7952 4.4690 -2.6978
H -6.3701 2.8140 -2.9199
H -4.5981 3.1389 -2.8102
C 0.7784 -2.9577 -6.5519
C -0.6066 -2.6199 -6.0775
C -1.5522 -3.8479 -6.1076
N -3.1075 -3.5423 -5.9942
C -3.3950 -2.5762 -4.7504
C -3.3073 -3.2402 -3.4083
C -4.1974 -4.4698 -3.3090
C -3.9366 -5.3521 -4.4398
C -4.0406 -4.8194 -5.8833
C -3.5862 -2.7841 -7.2528
H 1.3833 -2.1002 -6.8464
H 0.7324 -3.5319 -7.4772
H 1.2411 -3.6902 -5.8904
H -0.9171 -1.8350 -6.7671
H -0.4571 -2.1486 -5.1062
H -1.3833 -4.5413 -5.2837
H -1.4519 -4.3831 -7.0519
H -2.6343 -1.7956 -4.7576
H -4.3582 -2.0883 -4.9001
H -2.3008 -3.6222 -3.2376
H -3.5913 -2.6325 -2.5491
H -3.9121 -4.9444 -2.3702
H -5.2382 -4.1459 -3.3130
H -2.9380 -5.7869 -4.3965
H -4.7337 -6.0942 -4.3958
H -3.8169 -5.4590 -6.7371
H -5.0709 -4.4847 -6.0037
H -3.2452 -1.7556 -7.1350
H -4.6662 -2.8446 -7.3868
H -3.1966 -3.1714 -8.1942
C 2.2607 -5.3344 -0.8051
C 3.3665 -4.7299 0.0624
C 3.8523 -3.4147 -0.7277
N 5.3042 -2.9168 -0.3364
C 5.4631 -1.5207 -0.9455
C 6.7268 -0.8178 -0.4942
C 6.8660 -0.8177 1.0707
C 6.7251 -2.2156 1.6767
C 5.4222 -2.8275 1.1789
C 6.4186 -3.8653 -0.9898
H 1.8680 -6.2397 -0.3420
H 2.5632 -5.5615 -1.8273
H 1.4239 -4.6451 -0.9179
H 4.1665 -5.4678 0.0026
H 3.0388 -4.5529 1.0869
H 3.2505 -2.5342 -0.5025
H 3.9713 -3.6782 -1.7787
H 4.6188 -0.9249 -0.5986
H 5.2691 -1.5967 -2.0154
H 6.8374 0.2259 -0.7883
H 7.6160 -1.2873 -0.9150
H 6.1851 -0.0901 1.5123
H 7.8854 -0.4836 1.2643
H 6.7086 -2.1922 2.7663
H 7.5637 -2.8997 1.5471
H 4.6972 -2.0815 1.5045
H 5.3268 -3.8157 1.6291
H 7.4025 -3.4308 -0.8125
H 6.2241 -4.0773 -2.0411
H 6.4473 -4.7423 -0.3432
C 2.6370 0.6650 6.1501
C 2.0394 2.1265 6.0306
C 2.8857 2.9812 5.0116
N 2.2188 4.4053 4.8082
C 2.2368 5.2294 6.1455
C 1.9155 6.7017 5.9685
C 2.7599 7.4322 4.8728
C 2.7720 6.6971 3.5286
C 3.0657 5.1969 3.7471
C 0.7954 4.3923 4.2580
H 2.7596 0.1217 5.2131
H 2.0923 -0.0265 6.7930
H 3.5863 0.6012 6.6818
H 2.1299 2.5157 7.0447
H 1.0087 1.9719 5.7116
H 2.8574 2.5332 4.0183
H 3.8896 3.2575 5.3338
H 3.2423 5.0928 6.5435
H 1.4499 4.8115 6.7734
H 2.1829 7.3085 6.8335
H 0.8612 6.8967 5.7725
H 3.8077 7.6345 5.0948
H 2.3810 8.4272 4.6393
H 3.5260 7.2305 2.9497
H 1.8446 6.8461 2.9755
H 4.0696 4.9007 4.0516
H 2.9879 4.6716 2.7952
H 0.3242 5.3550 4.0597
H 0.1276 3.9195 4.9780
H 0.8115 3.7729 3.3612
*
```

Results
Kohn-Sham gap	5.001	eV
F_max	3.3	eV Å⁻¹
HOMO energy	-11.75	eV
ΔE to the lowest compared entry with this formula, charge and spin	366.1	kJ/mol